(1)
{
  "formula": "C43H32N5O3RbSSb",
  "method": "wB97M-V/def2-TZVPD",
  "symbols": ["Rb", "O", "C", "O", "C", "C", "C", "N", "C", "C", "C", "C", "C", "C", "C", "N", "C", "C", "C", "C", "C", "N", "H", "H", "H", "H", "H", "H", "H", "H", "H", "H", "O", "C", "C", "C", "C", "C", "C", "C", "N", "C", "C", "N", "H", "H", "H", "H", "H", "H", "H", "S", "Sb", "C", "C", "C", "C", "C", "C", "C", "C", "C", "C", "C", "C", "C", "C", "C", "C", "C", "C", "H", "H", "H", "H", "H", "H", "H", "H", "H", "H", "H", "H", "H", "H", "H"],
  "xyz": [[1.37, -0.45, 0.40], [9.06, -2.56, 0.38], [8.12, -3.37, 0.50], [8.12, -4.62, 0.53], [6.72, -2.73, 0.44], [6.56, -1.40, 0.10], [5.28, -0.87, -0.01], [4.18, -1.57, 0.28], [4.34, -2.84, 0.66], [5.58, -3.47, 0.71], [3.10, -3.61, 1.03], [3.15, -4.47, 2.13], [2.03, -5.23, 2.43], [0.90, -5.11, 1.63], [0.94, -4.22, 0.58], [2.01, -3.47, 0.28], [5.06, 0.53, -0.50], [6.05, 1.20, -1.22], [5.80, 2.48, -1.69], [4.57, 3.07, -1.43], [3.65, 2.33, -0.71], [3.88, 1.10, -0.25], [7.45, -0.82, -0.06], [5.68, -4.52, 0.94], [4.05, -4.53, 2.72], [2.04, -5.90, 3.28], [0.01, -5.69, 1.83], [0.08, -4.09, -0.06], [6.99, 0.72, -1.42], [6.56, 3.01, -2.25], [4.33, 4.06, -1.79], [2.67, 2.76, -0.47], [0.09, -0.26, 2.48], [-0.37, 0.44, 3.43], [-0.65, -0.13, 4.72], [-1.13, 0.60, 5.77], [-1.38, 1.98, 5.64], [-1.13, 2.57, 4.42], [-0.64, 1.85, 3.32], [-0.38, 2.56, 2.06], [-0.24, 2.07, 0.84], [0.01, 3.14, 0.00], [0.01, 4.30, 0.70], [-0.24, 3.93, 2.01], [-0.45, -1.19, 4.82], [-1.32, 0.12, 6.72], [-1.78, 2.56, 6.46], [-1.35, 3.63, 4.31], [0.16, 3.00, -1.06], [0.16, 5.33, 0.41], [-0.24, 4.54, 2.80], [-0.14, -0.19, -2.82], [-2.20, 0.20, -2.00], [-3.51, 0.17, -3.68], [-3.02, -0.08, -4.95], [-3.88, -0.10, -6.04], [-5.24, 0.13, -5.86], [-5.74, 0.38, -4.58], [-4.88, 0.40, -3.50], [-2.77, 2.10, -1.26], [-2.85, 3.12, -2.21], [-3.24, 4.39, -1.82], [-3.55, 4.64, -0.49], [-3.46, 3.63, 0.46], [-3.06, 2.36, 0.07], [-3.11, -1.30, -0.83], [-2.89, -2.61, -1.26], [-3.52, -3.67, -0.60], [-4.35, -3.41, 0.48], [-4.57, -2.11, 0.91], [-3.95, -1.05, 0.26], [-1.95, -0.25, -5.08], [-3.49, -0.29, -7.04], [-5.91, 0.11, -6.71], [-6.80, 0.56, -4.44], [-5.27, 0.60, -2.50], [-2.62, 2.92, -3.25], [-3.30, 5.19, -2.55], [-3.86, 5.64, -0.19], [-3.68, 3.83, 1.50], [-2.91, 1.60, 0.83], [-2.23, -2.81, -2.09], [-3.35, -4.68, -0.93], [-4.83, -4.23, 1.00], [-5.21, -1.91, 1.75], [-4.12, -0.04, 0.60]],
  "total_energy_ha": -2819.9601,
  "largest_force_ev_per_a": 1.19,
  "homo_lumo_gap_ev": 6.373,
  "multiplicity": 1,
  "de_lowest_ev": 1.0074,
  "charge": -1
}

(2)
{
  "formula": "C4H9N2O",
  "method": "wB97M-V/def2-TZVPD",
  "symbols": ["C", "C", "C", "N", "C", "N", "H", "H", "H", "H", "H", "H", "H", "H", "H", "O"],
  "xyz": [[-0.20, 1.89, 0.98], [-0.25, 0.89, -0.04], [-1.30, 0.10, -0.37], [-0.81, -0.93, -1.25], [0.48, -0.74, -1.37], [0.87, 0.36, -0.72], [0.52, 1.43, 1.72], [-1.31, 2.20, 1.40], [0.20, 2.89, 0.93], [-2.26, 0.20, 0.14], [-1.26, -1.74, -1.41], [1.11, -1.22, -2.03], [1.85, 0.68, -0.74], [0.18, -1.84, 2.29], [0.83, -0.52, 2.02], [0.90, -1.37, 1.79]],
  "total_energy_ha": -341.7774,
  "largest_force_ev_per_a": 5.88,
  "homo_lumo_gap_ev": [10.418, 5.646],
  "s_squared": 0.76,
  "multiplicity": 2,
  "de_lowest_ev": 1.8231,
  "charge": 2
}

(3)
{
  "formula": "C9H13N4S",
  "method": "wB97M-V/def2-TZVPD",
  "symbols": ["C", "C", "C", "C", "C", "C", "C", "C", "C", "N", "N", "N", "N", "S", "H", "H", "H", "H", "H", "H", "H", "H", "H", "H", "H", "H", "H"],
  "xyz": [[2.23, -1.60, 0.08], [2.44, -0.19, -0.08], [1.12, -2.00, 0.80], [1.44, 0.68, 0.31], [0.21, -1.12, 1.26], [0.29, 0.22, 0.98], [-0.56, -0.52, -1.97], [-1.46, 1.68, -1.82], [-1.66, 1.15, 2.33], [-1.44, -0.37, -0.96], [0.07, -1.66, -2.21], [-0.66, 1.25, 1.30], [-1.97, 0.72, -0.88], [-0.37, 0.86, -2.98], [2.87, -2.36, -0.20], [3.41, 0.21, -0.58], [0.99, -2.95, 1.09], [1.81, 1.68, 0.13], [-0.55, -1.43, 1.86], [-2.31, 2.26, -2.12], [-1.00, 2.40, -1.21], [-2.31, 0.44, 1.98], [-1.26, 0.64, 3.14], [-2.21, 2.12, 2.57], [-0.08, -2.47, -1.64], [1.00, -1.69, -2.54], [-0.07, 2.06, 1.39]],
  "total_energy_ha": -967.6087,
  "largest_force_ev_per_a": 4.02,
  "homo_lumo_gap_ev": [6.367, 6.366],
  "multiplicity": 1,
  "de_lowest_ev": 2.0702,
  "charge": 1
}

(4)
{
  "formula": "C4H11NO2",
  "method": "wB97M-V/def2-TZVPD",
  "symbols": ["C", "C", "N", "C", "C", "O", "H", "H", "H", "H", "H", "H", "H", "H", "H", "H", "H", "O"],
  "xyz": [[-0.16, 1.56, -0.87], [-1.06, 0.74, 0.02], [-0.45, -0.11, 0.91], [-1.36, -1.00, 1.62], [0.97, -0.28, 1.12], [-2.26, 0.86, 0.00], [0.73, 1.07, -1.25], [0.20, 2.42, -0.31], [-0.77, 1.99, -1.66], [-2.03, -1.47, 0.91], [-0.86, -1.72, 2.26], [-1.96, -0.42, 2.32], [1.40, -1.09, 0.50], [1.16, -0.54, 2.15], [1.47, 0.59, 0.68], [2.26, -1.10, -2.61], [3.53, -1.76, -3.03], [3.16, -1.25, -2.32]],
  "total_energy_ha": -364.2371,
  "largest_force_ev_per_a": 1.81,
  "homo_lumo_gap_ev": 9.608,
  "smiles": "CC(=O)N(C)C.O",
  "multiplicity": 1,
  "de_lowest_ev": 0.8450
}

(5)
{
  "formula": "C2H12BeF6NO10S2",
  "method": "wB97M-V/def2-TZVPD",
  "symbols": ["Be", "C", "F", "F", "F", "S", "O", "O", "N", "S", "O", "O", "C", "F", "F", "F", "O", "H", "H", "O", "H", "H", "O", "H", "H", "O", "H", "H", "O", "H", "H", "O", "H", "H"],
  "xyz": [[-0.11, -0.11, -0.97], [-0.16, 2.54, 1.93], [0.33, 3.76, 1.61], [-0.74, 2.57, 3.10], [-0.99, 2.10, 1.01], [1.42, 1.34, 1.99], [2.44, 2.04, 1.19], [1.77, 1.17, 3.40], [0.67, -0.05, 1.20], [1.26, -1.36, 1.76], [1.00, -2.40, 0.80], [2.65, -1.23, 2.20], [0.16, -1.88, 3.28], [0.81, -2.92, 3.87], [-0.02, -0.76, 4.00], [-1.05, -2.24, 2.80], [-0.89, 0.41, -3.50], [-0.34, 0.97, -4.05], [-1.79, 0.71, -3.68], [-0.41, -2.17, -2.36], [-0.76, -3.04, -2.16], [-0.43, -2.11, -3.31], [0.81, 2.13, -1.55], [1.32, 2.73, -0.99], [0.96, 2.44, -2.44], [-2.42, 1.26, -0.93], [-2.87, 1.33, -0.08], [-3.13, 1.06, -1.55], [-2.15, -1.86, -0.23], [-2.24, -2.80, -0.34], [-2.99, -1.57, 0.12], [2.33, -0.76, -1.81], [3.15, -0.34, -1.57], [2.42, -0.95, -2.75]],
  "total_energy_ha": -2300.0575,
  "largest_force_ev_per_a": 4.25,
  "homo_lumo_gap_ev": [9.414, 5.419],
  "s_squared": 0.76,
  "multiplicity": 2,
  "de_lowest_ev": 0.0000,
  "charge": 2
}

(6)
{
  "formula": "C34H32BF9IMoN4O5PTe2",
  "method": "wB97M-V/def2-TZVPD",
  "symbols": ["Mo", "C", "C", "N", "C", "C", "C", "O", "C", "C", "N", "C", "C", "C", "C", "C", "C", "I", "C", "O", "H", "H", "H", "H", "H", "H", "H", "H", "H", "H", "H", "H", "Te", "N", "C", "C", "O", "O", "H", "H", "H", "H", "H", "F", "B", "F", "F", "F", "F", "Te", "F", "F", "F", "F", "O", "N", "P", "C", "C", "C", "C", "C", "C", "C", "C", "C", "C", "C", "C", "C", "C", "C", "C", "C", "C", "H", "H", "H", "H", "H", "H", "H", "H", "H", "H", "H", "H", "H", "H", "H"],
  "xyz": [[-0.21, 1.11, 0.94], [-3.29, 1.03, 4.32], [-3.74, 0.29, 3.11], [-4.75, -0.55, 3.18], [-5.18, -1.17, 2.07], [-4.63, -0.97, 0.82], [-5.27, -1.61, -0.38], [-6.17, -0.73, -1.06], [-3.51, -0.11, 0.72], [-2.93, 0.20, -0.57], [-1.86, 0.88, -0.76], [-1.47, 1.14, -2.10], [-1.46, 0.13, -3.05], [-1.00, 0.38, -4.33], [-0.53, 1.64, -4.67], [-0.56, 2.66, -3.73], [-1.04, 2.42, -2.46], [-1.19, 3.99, -1.11], [-3.04, 0.51, 1.88], [-2.02, 1.32, 1.87], [-3.99, 0.85, 5.13], [-3.21, 2.10, 4.11], [-2.29, 0.71, 4.62], [-6.02, -1.84, 2.19], [-5.87, -2.46, -0.07], [-4.51, -1.98, -1.08], [-5.81, 0.17, -1.02], [-3.49, -0.12, -1.45], [-1.77, -0.86, -2.76], [-0.97, -0.43, -5.06], [-0.12, 1.83, -5.65], [-0.16, 3.63, -3.98], [0.32, -0.50, 3.07], [2.10, 2.85, 3.92], [3.34, 2.70, 4.72], [4.01, 1.31, 4.44], [5.00, 1.07, 5.14], [3.45, 0.64, 3.54], [1.65, 3.77, 3.98], [1.40, 2.15, 4.17], [2.30, 2.65, 2.94], [3.10, 2.80, 5.78], [4.03, 3.49, 4.44], [3.21, 4.86, -2.95], [2.86, 3.52, -3.14], [2.01, 3.07, -2.10], [4.02, 2.71, -3.18], [2.17, 3.37, -4.38], [-3.20, 4.15, 2.85], [-1.25, 4.44, 2.93], [0.57, 5.12, 3.40], [-1.51, 6.14, 2.01], [-1.76, 5.40, 4.45], [-0.80, 3.06, 4.32], [0.74, 2.41, 1.34], [0.69, -0.06, -0.25], [1.16, -1.43, -0.82], [2.34, -2.27, 0.27], [3.14, -1.46, 1.08], [4.05, -2.04, 1.96], [4.16, -3.42, 2.02], [3.37, -4.23, 1.21], [2.46, -3.66, 0.34], [1.99, -1.22, -2.41], [2.59, -2.30, -3.06], [3.23, -2.10, -4.27], [3.30, -0.81, -4.81], [2.72, 0.26, -4.15], [2.06, 0.06, -2.94], [-0.16, -2.66, -1.06], [-0.90, -3.01, 0.08], [-1.94, -3.92, -0.03], [-2.27, -4.47, -1.26], [-1.54, -4.12, -2.39], [-0.50, -3.21, -2.29], [3.04, -0.39, 1.05], [4.61, -1.39, 2.62], [4.85, -3.87, 2.72], [3.45, -5.31, 1.28], [1.82, -4.29, -0.26], [2.57, -3.29, -2.62], [3.70, -2.93, -4.78], [3.82, -0.66, -5.75], [2.80, 1.27, -4.53], [1.63, 0.90, -2.41], [-0.65, -2.57, 1.04], [-2.51, -4.18, 0.86], [-3.09, -5.17, -1.34], [-1.80, -4.54, -3.35], [0.06, -2.93, -3.17]],
  "total_energy_ha": -4077.5430,
  "largest_force_ev_per_a": 0.63,
  "homo_lumo_gap_ev": [6.603, 6.179],
  "s_squared": 2.01,
  "multiplicity": 3,
  "de_lowest_ev": 0.0000,
  "charge": -2
}

> Number 4 is which compound?

C4H11NO2